This record from the Open Molecules 2025 dataset describes a structure of composition C45H52CoN2O. The level of theory is wB97M-V/def2-TZVPD.

ORCA input file:
```
! RIJCOSX wB97M-V def2-TZVPD def2/J DEFGRID3
* xyz 1 5
Co 0.11894 -0.54052 0.62881
C -1.68924 -1.60707 3.96310
C -2.15646 -1.10595 2.59620
C -3.06176 0.11623 2.71692
C -2.80151 -2.18768 1.75905
C -3.95823 -2.76451 2.26092
C -4.66832 -3.69107 1.52314
C -4.25317 -3.98181 0.24027
C -3.10180 -3.43010 -0.32290
C -2.95714 -3.71237 -1.82439
C -2.42211 -2.56238 -2.67020
C -2.30184 -5.04686 -2.19791
C -2.32235 -2.58264 0.49562
N -1.05469 -2.07896 0.03911
C -0.24119 -2.96037 -0.46173
C 0.96837 -2.72340 -1.20055
C 1.62151 -3.88468 -1.67932
C 2.61866 -3.82160 -2.61385
C 2.96348 -2.56293 -3.13660
C 2.36883 -1.41259 -2.69026
C 1.39692 -1.44091 -1.66179
N 0.90159 -0.31304 -1.09942
C 1.18990 0.95450 -1.69831
C 2.36660 1.62938 -1.36405
C 2.61607 2.86438 -1.95537
C 1.72528 3.42259 -2.85278
C 0.56491 2.74127 -3.17872
C 0.27567 1.50387 -2.61458
C -0.95459 0.74567 -3.07230
C -0.63906 0.01083 -4.37986
C -2.18829 1.62901 -3.25925
C 3.38881 1.04923 -0.40852
C 4.67870 0.66248 -1.13488
C 3.70194 2.02596 0.72859
H -1.13713 -0.82762 4.49148
H -1.05814 -2.49171 3.86558
H -2.53935 -1.88606 4.58694
H -1.24330 -0.77759 2.07935
H -3.95995 -0.13431 3.28195
H -3.37827 0.47489 1.73772
H -2.55439 0.92768 3.23853
H -4.31456 -2.47337 3.23947
H -5.56613 -4.14058 1.92256
H -4.85551 -4.63946 -0.37303
H -4.00095 -3.82163 -2.13161
H -1.33784 -2.46167 -2.63753
H -2.86274 -1.61324 -2.36530
H -2.69247 -2.73689 -3.71200
H -1.21556 -5.00346 -2.16928
H -2.57395 -5.31275 -3.21941
H -2.63448 -5.85207 -1.54183
H -0.52229 -4.00614 -0.36480
H 1.29399 -4.84531 -1.30219
H 3.10614 -4.71708 -2.96720
H 3.71919 -2.49710 -3.90869
H 2.65489 -0.45347 -3.10160
H 3.52622 3.39538 -1.71165
H 1.93563 4.38541 -3.29897
H -0.12545 3.17522 -3.88933
H -1.19026 -0.00234 -2.31112
H -0.31855 0.72469 -5.14111
H -1.51943 -0.50916 -4.75648
H 0.15877 -0.72023 -4.24903
H -2.10197 2.26507 -4.14067
H -2.36927 2.27423 -2.39927
H -3.07330 1.00800 -3.40042
H 2.96071 0.13651 0.02166
H 5.14696 1.54331 -1.57612
H 4.50060 -0.05961 -1.93240
H 5.39109 0.22393 -0.43536
H 4.21225 2.91081 0.34833
H 4.36061 1.56302 1.46485
H 2.79662 2.36414 1.23359
C 0.26841 6.18083 0.47215
C 0.95891 5.51388 1.47795
C 0.76789 4.15892 1.67222
C -0.13018 3.45665 0.86443
C -0.81794 4.13442 -0.14049
C -0.62013 5.49007 -0.33743
C -0.38435 2.02112 1.02879
C 0.23227 1.16661 1.84918
C 0.85225 1.26903 3.13884
C 2.13774 0.76223 3.39326
C 2.68671 0.84845 4.65927
C 1.95972 1.42173 5.69707
C 0.68735 1.93129 5.46200
C 0.13774 1.86102 4.19598
H 0.42534 7.23966 0.32235
H 1.64853 6.05396 2.11107
H 1.32095 3.64890 2.44999
H -1.50462 3.59088 -0.77225
H -1.15435 6.00436 -1.12393
H -1.13764 1.63635 0.32950
H 2.71282 0.34865 2.57521
H 3.68732 0.47947 4.83942
H 2.38979 1.48026 6.68736
H 0.12886 2.38813 6.26643
H -0.84819 2.26321 4.00249
O 1.15312 -1.90650 2.03577
H 2.07890 -2.15718 1.93937
H 1.04992 -1.61982 2.95421
*
```

Results
DFT total energy: -90157.86624 eV
orbital gap (spin up / spin down): 7.51 / 5.63 eV
HOMO level (spin up / spin down): -10.22 / -10.30 eV
⟨S²⟩: 6.032
F_max: 0.4 eV/A